DFT (ωB97M-V with the def2-TZVPD basis set) results for one molecule with the formula C24H25N3O5 in a non-equilibrium geometry.

Structure (ORCA input):
```
! wB97M-V def2-TZVPD RIJCOSX def2/J DEFGRID3
* xyz 0 1
C 2.77 -5.59 1.93
C 1.67 -4.93 2.76
C 2.15 -3.62 3.39
O 2.50 -2.65 2.42
C 1.53 -2.01 1.72
C 0.17 -2.07 1.98
C -0.72 -1.35 1.20
C -0.27 -0.57 0.15
C -1.24 0.22 -0.70
C -1.10 -0.11 -2.17
C -1.32 -1.49 -2.63
O -1.28 -2.44 -1.87
C -1.60 -1.67 -4.05
C -1.59 -2.83 -4.79
C -1.97 -2.48 -6.10
C -2.20 -1.13 -6.06
O -1.99 -0.64 -4.84
C -0.66 0.99 -2.82
O -0.28 1.21 -4.07
C -0.55 2.12 -1.85
O -0.18 3.24 -2.14
N -0.96 1.64 -0.66
C -0.99 2.41 0.56
C 0.42 2.73 1.06
C 0.39 3.53 2.37
N -0.28 4.80 2.21
C 0.21 5.89 1.54
C -0.78 6.83 1.59
N -1.86 6.34 2.26
C -1.53 5.13 2.61
C 1.09 -0.51 -0.11
C 1.98 -1.21 0.67
H 2.39 -6.49 1.45
H 3.61 -5.85 2.56
H 3.11 -4.90 1.16
H 1.35 -5.60 3.56
H 0.81 -4.73 2.12
H 3.08 -3.80 3.94
H 1.41 -3.23 4.09
H -0.22 -2.67 2.79
H -1.78 -1.41 1.41
H -2.26 0.03 -0.36
H -1.32 -3.80 -4.43
H -2.06 -3.12 -6.95
H -2.52 -0.44 -6.82
H -0.01 2.15 -4.12
H -1.55 1.85 1.31
H -1.52 3.35 0.35
H 0.94 3.30 0.30
H 0.97 1.80 1.24
H 1.41 3.71 2.71
H -0.14 2.97 3.14
H 1.18 5.91 1.11
H -0.79 7.82 1.19
H -2.15 4.46 3.16
H 1.46 0.09 -0.93
H 3.04 -1.17 0.47
*
```

For the energy above the lowest of the compared OMol25 structures with the same formula, charge and spin, the calculation gives 213.5 kJ/mol. As for the SMILES: CCCOc1ccc([C@@H]2C(C(=O)c3ccco3)=C(O)C(=O)N2CCCn2ccnc2)cc1. The HOMO-LUMO gap is 8.212 eV.